Computed, not measured: a structure of composition C34H60Cl42N6O9PSi in a non-equilibrium geometry, with ωB97M-V/def2-TZVPD.

The geometry in XYZ format:
```
153
Properties=species:S:1:pos:R:3
H 5.601 -1.359 2.431
H -3.008 -5.048 -2.152
H 0.588 4.546 -2.910
C -3.320 0.366 2.223
H -5.361 -3.705 4.302
Cl -3.721 2.795 4.611
C 7.046 -7.590 -2.115
Cl 4.745 3.562 4.343
H 6.757 -4.458 3.087
H 3.839 -1.339 -2.247
Cl -6.573 -5.388 3.750
Cl 7.145 -7.987 -0.401
Cl -5.751 -7.089 5.954
P 2.063 -0.977 -3.236
Cl -5.560 4.159 -5.076
C -4.847 1.819 1.155
H -5.028 1.639 0.102
H 3.024 0.163 2.690
C -11.708 -0.283 -4.615
Cl 10.025 1.440 2.582
H -3.467 0.653 3.264
H -0.095 3.476 1.891
C -4.781 -2.828 4.014
C 0.986 -1.264 -0.074
C 1.454 0.816 -1.285
H 4.538 3.676 -0.542
Cl 1.334 4.713 4.186
H 7.982 -7.136 -2.411
N 1.509 0.468 -2.553
Cl -3.077 -3.161 4.343
C -4.002 3.511 6.203
Cl 7.643 -2.582 2.005
Cl -11.511 -0.865 -2.963
Cl 10.599 -1.199 1.507
Cl -5.896 2.202 -2.965
C 5.899 4.436 3.331
Cl 10.398 1.096 -0.277
H 0.015 -3.456 -0.213
O -1.115 -3.385 -1.855
C -1.897 -0.168 2.113
N -1.171 4.084 -0.886
Cl -15.479 4.082 -3.786
O 1.686 1.740 1.302
H -5.008 2.882 1.298
N 1.117 2.070 -0.975
H -2.089 -3.155 -0.011
H 7.045 1.026 1.746
Cl 5.975 -4.670 0.889
Cl 6.807 -9.043 -3.083
H -11.427 -1.078 -5.291
C 9.817 0.351 1.208
C -2.284 -3.319 -1.069
Cl 5.190 5.926 2.718
C -0.701 1.494 0.641
H -1.507 2.165 0.403
H -0.080 0.933 2.712
N 1.813 -0.084 -0.309
C 4.764 -0.348 0.744
Cl 5.751 -6.423 -2.411
C -0.952 1.055 2.095
H 4.269 -1.294 0.584
C 5.566 -0.321 2.115
H 3.929 -4.789 -5.662
Cl -10.661 1.105 -4.925
H 2.876 2.450 -3.884
H 1.312 5.551 -1.632
H 5.077 0.318 2.849
Cl -0.215 2.387 4.973
C -15.650 2.441 -3.164
H -1.710 -0.776 2.990
H 0.488 -1.298 0.889
Cl -8.213 3.194 -4.417
Cl -5.042 -2.546 2.285
H -4.090 -0.374 2.011
Cl -8.338 0.810 0.472
Cl 2.271 3.012 6.339
H 1.255 4.211 1.141
C 3.524 3.995 -0.342
Cl -6.065 -0.899 -0.103
Cl -3.722 5.250 6.160
O 5.748 -0.241 -0.302
H 0.832 -3.257 -1.754
O 0.014 -1.515 -1.046
C 0.377 3.613 0.922
H -5.540 1.284 1.791
Cl 3.504 -2.739 -4.539
C 2.344 0.583 0.874
N 6.959 0.038 1.907
C 4.329 -3.787 -5.732
Cl -14.856 2.279 -1.597
H 1.954 2.455 4.088
H 3.959 1.121 -0.523
C -3.047 -4.640 -1.158
H -2.898 -2.485 -1.399
H 1.653 -2.122 -0.069
H 3.998 1.787 -2.651
H 1.265 -2.675 -3.997
Cl 6.458 3.408 2.005
C 6.382 -3.765 2.347
O 0.856 -1.829 -3.760
Si 2.303 3.297 -1.596
C -6.502 2.775 -4.520
H 8.171 -0.702 -4.950
O 2.823 -0.551 -4.407
H -6.112 -7.687 3.722
H 1.240 1.178 -3.217
C -0.577 4.440 0.132
Cl 6.055 -3.857 -5.381
H -1.543 1.833 2.558
H -8.347 -1.444 -0.156
O -3.492 1.510 1.415
H -6.391 1.978 -5.242
C 7.841 -0.086 -4.124
Cl 8.469 1.542 -4.357
C -7.771 -0.579 -0.453
H 4.136 3.465 -3.145
H 2.166 5.245 -3.134
H -0.771 5.438 0.519
H -0.875 0.658 -0.032
Cl 4.043 -3.192 -7.365
Cl 4.948 -2.969 3.007
H 5.798 -1.089 -0.734
H -4.059 -4.409 -0.833
Cl -8.271 -7.579 4.608
C 3.440 2.655 -2.984
C 3.846 0.877 0.527
H 3.326 3.745 0.694
C 1.408 3.060 4.802
H 4.193 1.730 1.093
H 3.512 5.076 -0.405
N 2.472 -0.314 1.994
C -0.030 -2.947 -1.178
C 1.503 4.810 -2.397
Cl -13.395 0.133 -4.924
H -2.600 -5.137 0.636
H 7.524 -0.260 2.685
O -2.497 -5.549 -0.216
Cl -8.006 -0.316 -2.175
Cl -2.981 2.744 7.419
H -1.817 -0.776 1.216
H -15.165 1.767 -3.855
O 2.977 -1.781 -2.234
H 1.571 -0.484 2.424
Cl 8.409 -0.773 -2.608
Cl 6.084 -0.090 -4.061
H 6.754 4.693 3.940
Cl -5.340 -1.448 4.956
C 0.665 2.198 0.430
H 8.756 0.165 1.084
Cl -17.351 1.987 -3.055
H -1.781 4.814 -1.232
H -5.035 3.339 6.472
C -6.612 -7.029 4.419
```

## Properties
* frontier orbital gap: 8.650 eV
* highest occupied orbital energy: -0.4099 Ha
* total charge: +1
* E: -22295.802102 a.u.
* largest force on an atom: 4.73 eV Å⁻¹

***

Computed, not measured: a structure of composition C34H60N13O4PSr, with ωB97M-V/def2-TZVPD.

The geometry in XYZ format:
```
113
Properties=species:S:1:pos:R:3
H 0.321 -0.221 -5.529
C 1.503 0.802 3.360
H -0.999 -2.613 5.232
H 0.686 4.266 -3.309
H 2.512 1.342 -4.482
H -2.881 4.686 3.559
C -2.871 1.870 0.753
C -1.325 4.499 1.320
C -2.236 -1.487 -0.538
N -1.692 2.099 1.654
N 1.338 -2.621 -2.465
C -0.582 -1.772 4.678
C -3.475 -1.308 0.315
C 1.325 -0.585 2.758
N -0.579 1.659 -5.782
H -3.365 2.817 0.557
H -0.677 4.189 4.129
H -1.774 3.367 -5.846
N 1.256 2.983 -4.899
C 5.422 -2.012 0.378
C 0.609 2.351 -6.135
C 0.119 -3.335 2.838
C -3.784 0.850 1.418
C 4.843 -3.300 -1.535
N -0.722 -2.488 -3.552
C -3.104 -1.118 2.774
H 0.436 -1.626 5.040
C -0.555 3.312 3.489
N 1.202 1.906 2.447
C 2.552 -3.187 -2.497
H 2.038 3.565 -5.200
N -0.059 -0.930 2.377
O 0.342 1.362 -0.110
H -3.779 3.767 2.366
C 0.941 3.168 3.186
H -1.066 5.440 1.802
H -0.805 1.914 1.131
C 3.560 -2.777 -1.459
C -0.330 0.458 -4.975
O 1.964 2.650 -0.952
N -3.124 -0.447 1.456
O -1.927 -0.567 -1.360
H 3.812 -0.850 1.155
C 1.571 4.420 2.574
C 4.118 -1.549 0.387
H 2.648 4.430 2.737
C -1.612 3.436 2.376
H 0.393 3.169 -6.822
H 1.167 5.299 3.077
N 3.190 -1.913 -0.500
H -0.634 -0.121 2.572
C 0.512 -3.039 -3.463
P 0.420 0.826 -3.305
C 0.218 3.888 -4.218
H 6.794 -3.310 -0.645
H -0.853 2.459 4.113
H 1.163 -3.287 3.152
H -4.739 0.823 0.884
C 2.139 1.983 1.334
C -4.491 -1.566 3.234
C 1.765 1.937 -3.954
C -2.946 3.718 3.064
H 6.121 -1.672 1.128
H 1.401 3.075 4.179
H -2.207 4.677 0.704
H -1.163 -0.882 4.938
H 1.710 -1.292 3.491
H -2.495 -3.040 3.483
H -1.734 1.713 -2.616
H 0.077 -3.530 1.764
C 1.447 2.035 -0.024
H 1.976 -0.696 1.884
H 2.226 2.429 -3.099
H -2.431 2.029 -4.891
H -0.405 2.674 -1.965
H 0.024 4.701 -4.918
O -1.486 -2.477 -0.326
N 2.437 -5.327 -5.212
C -1.522 2.572 -5.141
H 5.072 -3.999 -2.324
H 1.349 1.682 -6.573
H -4.258 -0.842 -0.283
Sr 0.460 -1.035 -0.572
C -2.119 -2.297 2.777
C 5.789 -2.914 -0.603
C -0.779 2.181 -2.859
H -2.490 1.460 -0.181
N 2.968 -4.073 -3.371
N -0.972 3.168 -3.927
H 0.839 0.877 4.226
H -4.863 -2.389 2.620
H 1.777 -5.645 -5.900
H 3.345 -5.750 -5.142
H -0.336 -4.183 3.350
H -2.759 -0.355 3.487
H -0.505 4.209 0.663
H -5.212 -0.749 3.182
H -3.170 2.970 3.829
H 1.396 4.528 1.506
N 0.828 -3.920 -4.401
H -4.452 -1.915 4.266
C -0.647 -2.056 3.171
H -1.727 1.360 2.355
H -3.830 -2.282 0.650
H -1.122 -2.026 -2.745
H -1.356 -2.948 -4.185
C 2.060 -4.420 -4.308
H -4.010 1.174 2.438
H -2.133 -2.774 1.798
H 2.854 2.799 1.406
H 2.737 1.069 1.308
H 2.532 0.878 3.747
H -1.274 -0.063 -4.821
```

## Properties
* frontier orbital gap: 8.647 eV
* highest occupied orbital energy: -0.4790 Ha
* total charge: +2
* E: -2716.235681 a.u.
* largest force on an atom: 0.66 eV Å⁻¹
* ΔE to the lowest compared entry with this formula, charge and spin: 0.0 kJ/mol

***

Computed, not measured: a structure of composition C34H61Br6FN2O20S in a non-equilibrium geometry, with ωB97M-V/def2-TZVPD.

The geometry in XYZ format:
```
125
Properties=species:S:1:pos:R:3
H 4.986 -2.944 2.135
O -2.966 -3.639 -3.996
O -5.259 1.025 3.700
O -2.307 -1.819 -2.999
H -0.362 0.888 -1.403
H 2.230 4.414 -2.106
H 2.785 -0.324 -6.629
C 4.178 -3.660 2.284
O 3.517 -3.578 -1.294
C -1.452 5.535 -0.445
O 1.509 -2.355 -1.920
H 0.789 -1.681 -0.613
H 2.098 -3.389 1.844
H 0.374 -1.620 4.018
H -1.435 -4.762 -3.324
C -1.127 -2.600 -3.190
H 1.517 -0.097 0.854
H -4.828 6.305 4.755
H 5.049 5.480 -1.540
C -4.386 -2.000 -0.152
H 4.060 -7.662 1.509
O 2.672 1.961 -3.839
H 4.623 -3.896 4.410
C -4.327 -2.439 2.580
C -0.464 0.756 1.280
H 3.088 -3.406 0.523
O 3.245 -5.881 2.257
Br -5.225 3.445 0.490
H 1.154 1.708 -0.928
Br -6.575 4.987 -2.024
H 4.332 -7.453 3.180
H -2.724 0.803 2.409
H -2.103 6.190 -1.014
O 4.952 3.576 -2.178
H -3.746 0.757 0.998
C -0.033 -2.607 3.763
H -4.707 3.530 7.017
C 4.261 5.469 -3.558
C -3.281 -2.622 0.434
Br -1.041 4.023 -1.649
O 4.433 -0.189 1.746
H 2.866 5.442 -0.778
C 3.839 -3.476 3.772
H -2.381 -3.320 2.233
H -6.112 4.099 6.061
C 1.828 0.064 -4.799
O -5.453 2.224 5.632
H 0.075 -4.261 -5.178
C 4.377 4.863 -2.143
H -0.394 -1.963 -3.678
H -6.268 -1.402 2.567
H -1.493 -4.719 -5.872
C -5.069 2.030 4.341
C -2.805 1.159 1.377
C 3.063 4.584 -1.421
O 4.979 1.835 -0.779
O 0.220 -3.084 2.484
C -5.417 -1.513 0.642
H -0.805 -1.431 -0.270
C -4.774 5.441 4.093
H -4.152 5.719 3.243
H -2.923 2.241 1.449
C -0.958 -3.942 -5.326
S 2.953 -2.372 -1.936
C 3.773 0.825 2.413
C 3.026 0.580 -4.032
H 2.956 -2.073 1.549
C 1.624 2.315 -4.590
H 1.228 -0.464 -4.053
H 3.532 1.706 1.791
H 1.063 -0.989 -6.491
O 1.195 3.448 -4.658
H 4.415 -5.206 0.742
H 3.942 0.420 -4.602
H 2.425 -1.788 -5.710
H -4.443 5.469 -0.862
C 2.029 -0.819 -6.017
C -3.335 -2.447 -3.531
O 3.301 3.367 -0.746
H 1.216 0.160 -1.717
H -0.691 -2.989 -2.271
H 2.932 -4.017 4.038
Br -6.236 6.510 0.691
H 0.321 -3.263 4.574
C -5.401 5.124 -0.489
H -4.385 -1.875 -1.227
H -3.245 4.236 5.048
H 0.201 -1.968 0.989
C 0.643 0.748 -1.001
H -5.729 5.256 3.597
C -1.593 -3.853 -3.902
H -0.554 0.317 2.277
O 3.488 -2.463 -3.292
C 4.350 -5.125 1.831
C -4.315 4.184 4.833
Br -2.272 5.027 1.249
H -0.931 -2.982 -5.839
H 4.274 1.241 3.302
H 5.228 5.623 -4.033
H -4.386 -2.546 3.655
C -3.207 -2.778 1.790
C 3.604 -7.208 2.396
O -4.439 -1.922 -3.667
O -4.401 3.124 3.916
O 3.537 -1.213 -1.236
H 3.083 0.118 -3.052
O 1.168 1.243 -5.234
H -6.279 -1.034 0.199
H 3.604 4.922 -4.233
H 5.316 -5.479 2.202
N 0.126 -1.402 0.131
H -0.210 1.810 1.423
H 3.790 6.426 -3.318
C 4.484 2.825 -1.196
O -1.725 0.676 0.614
H 3.901 -2.411 3.996
Br 0.214 6.547 -0.205
H 2.759 0.450 2.643
C -5.158 3.571 6.029
H -1.120 -2.631 3.939
N 3.014 -3.094 1.497
F -2.313 -3.127 -0.348
C 0.555 0.056 0.364
C -5.410 -1.777 2.028
H 2.761 -7.828 2.705
```

## Properties
* frontier orbital gap: 2.787 eV
* highest occupied orbital energy: -0.0160 Ha
* total charge: -2
* E: -18888.521872 a.u.
* largest force on an atom: 6.11 eV Å⁻¹